Record 1
# C13H18ClN2S

2 unconnected molecules or ions with the total composition C13H18ClN2S (wB97M-V/def2-TZVPD, the Open Molecules 2025 dataset).

Last column: Löwdin charge in e.
Cartesian coordinates (Å):
1 H -1.521 4.504 -0.935  0.100
2 H 2.835 -0.255 0.317  0.064
3 C -1.759 1.362 -1.808  -0.435
4 C 1.312 -0.383 2.464  -0.049
5 H -4.134 2.831 -1.982  0.115
6 H 0.402 -3.167 0.631  0.093
7 H -0.147 -1.592 -1.722  0.039
8 C -0.413 -1.662 3.587  -0.260
9 H -0.645 3.824 -2.330  0.117
10 N -2.000 -1.984 5.644  0.134
11 H 2.020 0.439 2.448  0.104
12 H 0.871 -1.742 -3.209  0.057
13 N -2.095 2.562 -1.403  -0.187
14 H -1.131 -3.429 2.572  0.126
15 H 0.953 -0.245 -2.180  0.034
16 C 0.395 -2.409 1.429  -0.075
17 C -0.428 -2.582 2.520  -0.049
18 C -1.293 -1.843 4.717  -0.196
19 H 3.616 -1.784 -3.045  0.062
20 H -3.485 3.935 -0.735  0.099
21 H 0.486 0.128 4.394  0.121
22 S 2.130 -2.039 -1.136  1.006
23 C -1.055 3.607 -1.337  0.021
24 C -3.497 2.906 -1.089  -0.006
25 C 2.027 -0.971 0.203  -0.423
26 Cl -2.882 0.102 -2.035  0.832
27 H -3.876 2.236 -0.308  0.110
28 C 1.240 -1.259 1.328  -0.338
29 C 0.480 -0.576 3.557  -0.042
30 H 3.652 -0.337 -1.963  0.061
31 H -0.766 1.171 -2.220  0.100
32 C 0.809 -1.334 -2.192  -0.282
33 H -0.244 3.276 -0.681  0.116
34 C 3.633 -1.434 -2.003  -0.239
35 H 4.511 -1.853 -1.496  0.067

Results
**E_HOMO**: -0.3335 Eh
**Energy relative to the best compared isomer or geometry (same formula, charge and spin)**: 48.9 kcal/mol
**Total charge**: +1



Record 2
# C13H18ClNO2

A single C13H18ClNO2 molecule (wB97M-V/def2-TZVPD, the Open Molecules 2025 dataset).

Last column: Löwdin charge in e.
Cartesian coordinates (Å):
1 H -4.361 -2.968 -1.436  0.077
2 H 3.162 -1.316 1.050  0.108
3 H -2.853 -3.457 0.509  0.130
4 H 1.262 -2.380 -0.193  0.123
5 C -2.942 2.606 -0.627  -0.080
6 C -1.112 3.318 0.740  -0.078
7 C -0.457 -0.246 -0.426  -0.209
8 C -2.338 3.577 0.155  -0.093
9 C -4.586 -2.569 -0.450  -0.062
10 H -5.033 -1.585 -0.566  0.077
11 C 3.776 -0.044 -0.566  -0.611
12 H -5.296 -3.225 0.045  0.078
13 H -2.822 4.530 0.304  0.100
14 H -0.510 -0.509 -1.487  0.161
15 C -3.318 -2.474 0.376  -0.213
16 H 3.844 -0.053 -1.654  0.074
17 N 0.920 -0.282 0.017  -0.031
18 Cl 5.439 0.120 0.055  0.533
19 H -2.795 0.627 -1.426  0.113
20 C -1.094 1.117 -0.225  -0.165
21 C -0.492 2.094 0.555  -0.025
22 H 3.218 0.832 -0.240  0.064
23 H -3.514 -2.052 1.368  0.129
24 C -2.323 1.384 -0.817  -0.037
25 O -1.054 -1.587 1.489  0.127
26 H 1.639 -1.357 -1.599  0.123
27 C -1.321 -1.232 0.369  -0.455
28 H 0.917 -0.336 1.034  0.122
29 H -3.897 2.802 -1.092  0.102
30 H -0.633 4.073 1.347  0.103
31 H 0.469 1.901 1.004  0.105
32 C 3.130 -1.315 -0.041  -0.266
33 H 3.681 -2.187 -0.397  0.109
34 O -2.394 -1.621 -0.310  -0.002
35 C 1.677 -1.407 -0.505  -0.230

Results
**SMILES string**: CCOC(=O)[C@H](NCCCCl)c1ccccc1
**E_HOMO**: -0.3382 Eh
**Energy relative to the best compared isomer or geometry (same formula, charge and spin)**: 0.0 kcal/mol



Record 3
# C13H18CrF5I2O2P2

A molecular structure, C13H18CrF5I2O2P2 (wB97M-V/def2-TZVPD, the Open Molecules 2025 dataset).

Last column: Löwdin charge in e.
Cartesian coordinates (Å):
1 H 2.069 1.776 1.466  0.029
2 H -4.084 0.065 -1.862  0.084
3 H -3.882 1.182 1.172  0.067
4 C 0.240 -0.745 -1.856  -0.674
5 C 0.043 -1.112 5.454  -0.090
6 C -0.058 1.275 5.488  -0.109
7 H -3.101 -2.286 0.051  0.051
8 H 2.980 2.295 0.022  0.050
9 H -3.860 -1.135 1.250  0.077
10 H 4.200 0.171 -1.680  0.078
11 C 3.120 0.045 -1.748  -0.220
12 I -1.032 -2.392 -2.978  1.101
13 H 2.245 -1.770 1.524  0.047
14 H -3.039 2.262 -0.015  0.041
15 C -0.039 0.110 3.232  -0.185
16 H 2.665 0.869 -2.307  0.050
17 C -2.979 -0.004 -1.877  -0.295
18 H 3.799 1.234 1.262  0.073
19 P -2.324 -0.039 -0.185  0.693
20 F -0.103 2.510 3.517  0.109
21 Cr -0.081 0.103 -0.234  -0.078
22 F 0.092 -2.328 3.504  0.150
23 O 0.757 -0.434 -2.973  -0.152
24 C -2.935 -1.463 0.732  -0.198
25 C -0.060 1.276 4.114  -0.056
26 C 0.042 -1.119 4.045  -0.078
27 P 2.288 -0.022 -0.112  0.769
28 F -0.098 2.425 6.181  0.171
29 H -2.522 0.816 -2.427  0.044
30 I -0.109 2.493 -0.971  0.796
31 H -2.164 -1.764 1.479  0.055
32 H 3.102 -2.266 0.041  0.062
33 C 2.853 1.483 0.744  -0.251
34 H -2.666 -0.952 -2.394  -0.138
35 C -0.019 0.072 6.185  -0.034
36 F 0.092 -2.294 6.107  0.154
37 H 3.931 -1.149 1.217  0.079
38 C -2.931 1.436 0.694  -0.255
39 O -0.092 0.072 1.955  -0.092
40 H 2.876 -0.901 -2.291  0.068
41 F -0.011 -0.011 7.548  0.181
42 H -2.182 1.727 1.443  0.029
43 C 2.973 -1.456 0.750  -0.200

Results
**E_HOMO (alpha / beta)**: -0.5723 / -0.5830 Eh
**Energy relative to the best compared isomer or geometry (same formula, charge and spin)**: 75.8 kcal/mol
**Total charge**: +2
**Multiplicity**: 4



Record 4
# C13H18N

A gas-phase ion, C13H18N (charge +1) (wB97M-V/def2-TZVPD, the Open Molecules 2025 dataset).

Last column: Löwdin charge in e.
Cartesian coordinates (Å):
1 C 1.825 -0.126 -1.562  -0.024
2 C -0.578 0.350 -2.041  -0.116
3 N -0.358 2.045 0.887  0.074
4 H -1.744 -3.770 0.525  0.113
5 H -2.354 0.439 -0.897  0.070
6 H -0.211 3.024 1.116  0.164
7 H 1.654 -0.315 1.373  0.121
8 H 2.315 2.313 -0.406  0.117
9 H -2.533 0.665 -2.702  0.079
10 H 2.059 0.581 -2.351  0.087
11 C 0.898 -1.068 1.191  -0.055
12 C 0.147 -1.021 0.018  -0.228
13 H 2.603 -0.103 -0.806  0.096
14 C 0.363 1.556 -0.123  -0.074
15 H 1.075 3.570 -0.370  0.099
16 H -2.248 1.925 1.734  0.108
17 H 1.822 -1.125 -1.997  0.118
18 H -0.452 -3.805 2.622  0.112
19 H -0.942 1.263 2.723  0.111
20 C 0.447 0.092 -0.964  -0.354
21 C -0.797 -2.010 -0.220  -0.027
22 C 0.687 -2.062 2.127  -0.058
23 C 1.292 2.555 -0.705  -0.002
24 H 1.272 -2.083 3.033  0.113
25 C -1.321 1.351 1.702  -0.017
26 H -1.511 0.356 1.309  0.083
27 C -1.007 -3.006 0.719  -0.052
28 C -0.276 -3.030 1.894  -0.062
29 C -1.880 0.498 -1.863  0.068
30 H -1.364 -2.008 -1.138  0.113
31 H 1.277 2.535 -1.792  0.104
32 H -0.162 0.416 -3.037  0.121

Results
**SMILES string**: C=C[C@@](C)(/C(C)=[NH+]\C)c1ccccc1
**E_HOMO**: -0.4618 Eh
**Energy relative to the best compared isomer or geometry (same formula, charge and spin)**: 34.0 kcal/mol
**Total charge**: +1



Record 5
# C13H18N2O5S

A single C13H18N2O5S molecule (wB97M-V/def2-TZVPD, the Open Molecules 2025 dataset).

Last column: Löwdin charge in e.
Cartesian coordinates (Å):
1 O 2.743 1.922 0.530  0.082
2 H 4.385 -1.945 -0.648  0.120
3 C -3.115 1.742 0.029  -0.183
4 C -0.561 -1.673 0.636  -0.045
5 C 4.409 -0.856 -0.557  -0.220
6 H -0.239 1.032 -1.351  0.131
7 C 0.017 0.270 -0.630  0.017
8 H 5.981 -0.605 -2.009  0.075
9 O -2.480 -0.022 -2.263  -0.271
10 C -2.305 1.931 1.327  -0.145
11 H -4.031 2.339 0.056  0.126
12 H -4.695 0.190 1.655  0.127
13 C 1.294 0.275 -0.061  -0.070
14 H 1.010 -2.490 1.839  0.129
15 O -3.103 -1.964 -0.861  -0.277
16 S -2.564 -0.644 -0.978  0.665
17 C 4.114 -0.476 0.893  -0.182
18 H -1.237 1.978 1.118  0.093
19 O 2.009 1.892 -1.492  0.100
20 H -2.568 1.989 -0.879  0.109
21 H -1.294 -2.423 0.889  0.121
22 C -2.641 0.696 2.183  -0.147
23 N -3.490 0.346 -0.016  -0.235
24 C 5.772 -0.323 -0.980  -0.094
25 H -3.574 -1.161 1.403  0.110
26 H 4.163 0.611 1.030  0.107
27 C -3.679 -0.080 1.352  -0.185
28 H -3.047 0.973 3.153  0.107
29 H 6.556 -0.725 -0.344  0.075
30 N 2.090 1.434 -0.373  -0.354
31 H 3.645 -0.455 -1.226  0.102
32 C -0.903 -0.683 -0.277  -0.251
33 H 5.793 0.762 -0.910  0.079
34 H -2.590 2.855 1.825  0.107
35 O 2.878 -0.997 1.368  -0.002
36 C 0.708 -1.710 1.157  0.035
37 C 1.686 -0.753 0.817  -0.185
38 H -1.751 0.089 2.349  0.093
39 H 4.850 -0.939 1.554  0.136

Results
**SMILES string**: CCCOc1ccc(S(=O)(=O)N2CCCC2)cc1[N+](=O)[O-]
**E_HOMO**: -0.3462 Eh
**Energy relative to the best compared isomer or geometry (same formula, charge and spin)**: 112.6 kcal/mol



Record 6
# C13H18NO

2 unconnected molecules or ions with the total composition C13H18NO (wB97M-V/def2-TZVPD, the Open Molecules 2025 dataset).

Last column: Löwdin charge in e.
Cartesian coordinates (Å):
1 H 1.914 3.030 1.512  0.089
2 C -0.395 -2.532 -3.105  -0.043
3 H -1.328 3.316 0.986  0.113
4 H -3.713 0.023 1.122  0.153
5 H -0.926 -1.728 -3.572  0.000
6 H 1.016 1.232 -1.420  0.111
7 H -0.829 -3.133 2.517  0.118
8 C 1.805 -2.120 0.670  -0.043
9 C -0.934 -1.425 1.167  -0.128
10 C 1.631 2.097 1.082  -0.088
11 H 0.212 4.359 1.012  0.097
12 N 0.517 2.294 0.315  -0.215
13 H -0.560 4.020 -0.537  0.086
14 H -2.302 1.776 -0.290  0.100
15 C -0.614 0.604 -0.202  -0.079
16 H -1.062 -3.277 -2.753  0.002
17 C 1.023 -2.848 1.568  -0.017
18 C -0.089 -0.631 0.296  -0.067
19 H -0.182 2.212 -1.643  0.141
20 H 1.669 1.335 1.855  0.094
21 C 0.207 1.571 -0.872  -0.152
22 C -0.349 -2.558 1.763  0.055
23 C -2.698 -0.013 0.821  -0.039
24 H 0.395 -2.039 -2.421  0.033
25 H 0.171 -3.059 -3.909  0.033
26 H 1.951 -0.530 -0.566  0.108
27 O -2.216 -1.088 1.301  0.137
28 C -2.001 0.835 0.020  0.059
29 H 1.441 -3.749 2.017  0.123
30 C -0.321 3.566 0.434  -0.003
31 C 1.272 -0.964 0.125  -0.037
32 H 2.437 1.776 0.380  0.112
33 H 2.859 -2.352 0.327  0.146

Results
**E_HOMO**: -0.4449 Eh
**Energy relative to the best compared isomer or geometry (same formula, charge and spin)**: 39.9 kcal/mol
**Total charge**: +1